[1]
ORCA calculation (ωB97M-V with the def2-TZVPD basis set) on a single C12H12N2OS molecule.

Properties
E, eV: -28501.9686
SMILES string: O=C(Cc1cccs1)NCc1cccnc1
ΔE to the lowest compared entry with this formula, charge and spin, eV: 0.0000
Multiplicity: 1
Charge: 0
HOMO-LUMO gap, eV: 9.58

Atoms and positions in Å:
C (3.405, 0.915, 0.300)
C (-1.352, -1.998, -0.456)
S (-2.105, 1.157, -1.362)
H (3.358, 2.553, -1.101)
N (-0.370, -1.728, 0.435)
N (1.945, 1.160, -1.567)
C (1.385, 0.008, -1.255)
H (4.216, 1.312, 0.891)
H (-3.072, -1.700, 0.807)
H (-3.369, -1.492, -0.933)
C (-1.819, 2.531, -0.370)
C (2.804, -0.289, 0.630)
C (-1.958, 2.248, 0.949)
H (-1.566, 3.465, -0.829)
H (-0.551, -1.034, 1.146)
O (-1.210, -2.726, -1.409)
H (-2.461, 0.483, 2.160)
H (0.587, -0.321, -1.908)
C (1.767, -0.766, -0.161)
H (1.465, -2.526, 1.039)
C (-2.297, 0.895, 1.179)
H (-1.825, 2.971, 1.734)
C (-2.425, 0.173, 0.030)
H (1.029, -2.720, -0.681)
C (2.931, 1.604, -0.806)
H (3.138, -0.854, 1.490)
C (-2.670, -1.288, -0.121)
C (1.022, -2.032, 0.169)

---

[2]
ORCA calculation (ωB97M-V with the def2-TZVPD basis set) on a single C12H12N4O2S2 molecule in a non-equilibrium geometry.

Properties
E, eV: -44360.2679
SMILES string: C=CCn1c(CSc2ccccc2[N+](=O)[O-])n[nH]c1=S
ΔE to the lowest compared entry with this formula, charge and spin, eV: 0.0000
Multiplicity: 1
Charge: 0
HOMO-LUMO gap, eV: 7.46

Atoms and positions in Å:
C (-0.354, -1.342, -1.085)
S (-0.575, -1.354, 0.642)
H (1.547, 0.667, 0.303)
H (-1.626, 4.402, 0.895)
H (-2.515, -0.056, 0.127)
C (-0.180, 3.174, 1.800)
H (0.639, -1.284, -4.865)
C (-0.202, -2.547, -1.797)
S (0.771, 4.263, 2.608)
H (-2.356, -0.278, 1.895)
C (0.220, -2.506, -3.149)
H (2.683, 0.129, 3.203)
H (0.858, 1.712, 3.759)
C (-1.245, 1.323, 1.177)
C (2.223, 0.337, 1.085)
H (0.280, 0.802, -3.645)
H (0.369, -3.423, -3.742)
N (-0.109, 1.790, 1.874)
C (-1.832, -0.042, 0.986)
O (0.381, -4.723, -1.556)
O (-1.341, -4.007, -0.419)
C (-0.177, -0.130, -1.768)
N (-1.195, 3.470, 0.961)
C (0.172, -0.131, -3.108)
N (-0.409, -3.837, -1.209)
H (3.194, -0.093, 0.784)
N (-1.899, 2.363, 0.618)
H (-0.006, 0.244, 3.338)
C (0.623, 1.048, 2.929)
C (1.942, 0.470, 2.444)
C (0.370, -1.278, -3.808)
H (-0.249, 0.838, -1.276)